C7H4N2O4Pt as an isolated structure in a non-equilibrium geometry, computed with ωB97M-V/def2-TZVPD.

Calculated values
Spin multiplicity: 3
Net charge: +2
Energy above the lowest of the compared OMol25 structures with the same formula, charge and spin (kcal/mol): 58.6
HOMO level (spin up / spin down) (eV): -15.6 / -18.9

Cartesian coordinates (Å):
O: 0.22301 2.98113 -0.95423
C: -0.03708 1.85626 -1.12193
Pt: -0.70114 -0.01019 -1.57665
O: 4.23737 -0.23217 -0.59968
C: 3.14157 -0.19300 -0.95357
C: -0.43336 0.16990 -3.48984
O: -0.51517 0.22535 -4.67024
C: -0.13285 -1.87167 -1.49091
O: 0.15005 -2.99199 -1.55601
N: 0.31213 0.62726 1.38908
C: -0.27085 0.48676 2.60239
C: -1.35100 -0.31864 2.44940
C: -1.36711 -0.74350 1.12511
N: -0.38895 -0.11274 0.47811
H: 1.20774 1.12659 1.23806
H: 0.06628 0.98892 3.47060
H: -2.11144 -0.61883 3.12858
H: -2.02921 -1.36946 0.53171

Forces on the atoms, in the same order (eV/Å):
-1.04 -4.71 -0.84
1.12 6.62 0.50
1.89 0.92 -1.14
-3.67 0.12 -1.26
3.67 -0.11 1.29
-1.91 0.53 -8.76
0.96 -0.35 7.07
0.84 -6.38 -0.50
-0.84 4.06 0.15
0.22 0.39 2.51
2.87 2.05 -1.66
-3.10 -2.87 -0.85
0.29 0.06 -0.04
-0.70 -0.41 1.82
-0.74 -0.53 -0.46
0.49 0.47 0.72
-0.28 0.13 0.85
-0.07 0.02 0.61

***

An isolated ion of composition C7H4N3O2 and charge -1 in a non-equilibrium geometry, computed with ωB97M-V/def2-TZVPD.

Calculated values
Net charge: -1
HOMO level (eV): -2.9

Cartesian coordinates (Å):
C: 0.68579 1.26798 3.11701
C: 1.40475 1.06895 -0.63459
C: 1.39369 -0.24312 -0.89241
C: 0.99850 1.68127 0.66498
C: 0.51122 -1.16466 -0.15414
C: 0.96410 1.07882 1.83911
C: -0.75252 -1.21977 -0.43800
N: 0.32589 1.29622 4.21005
N: -1.96769 -1.14758 -0.45941
N: -2.81678 -1.57508 -1.47915
O: -2.38352 -2.05285 -2.50461
O: -3.97987 -1.31426 -1.25009
H: 1.91318 1.72518 -1.40107
H: 1.84963 -0.42541 -1.77265
H: 1.00228 2.76477 0.54006
H: 0.85136 -1.74044 0.61491

Forces on the atoms, in the same order (eV/Å):
-0.12 0.71 -0.50
0.73 0.33 0.97
-1.73 2.09 1.74
0.71 1.11 -0.88
-0.42 1.09 -1.83
0.44 -1.87 -2.51
1.24 -0.90 -0.49
-0.54 0.14 2.65
-1.39 1.63 1.18
-0.48 -0.15 -0.47
0.19 -0.13 0.04
0.23 -0.43 -0.23
-0.54 -0.57 1.00
1.18 -1.78 -2.84
-0.46 0.52 0.22
0.95 -1.79 1.94

***

An isolated molecule of C7H4O in a non-equilibrium geometry, computed with ωB97M-V/def2-TZVPD.

Calculated values
Net charge: 0
Energy above the lowest of the compared OMol25 structures with the same formula, charge and spin (kcal/mol): 93.5
Structure (SMILES): C#CC#C[C@@H](O)C#C
HOMO level (eV): -9.2

Cartesian coordinates (Å):
C: 3.78642 0.40467 0.21907
C: 2.60036 -0.10184 -0.13859
C: 1.44181 -0.62614 -0.33088
C: 0.23050 -0.52224 -0.51095
C: -1.26565 -0.70406 -0.49890
O: -1.74300 -1.67436 0.45479
C: -1.78182 0.62611 -0.11087
C: -2.42875 1.64685 0.00026
H: 4.79117 0.96869 0.54913
H: -1.61831 -1.06637 -1.41777
H: -1.03535 -1.45134 1.26970
H: -2.97738 2.50004 0.51499

Forces on the atoms, in the same order (eV/Å):
-5.46 -1.96 -1.58
13.46 5.09 3.63
-5.85 -0.29 -1.16
0.04 -1.88 0.23
1.22 0.77 1.88
3.98 1.43 2.98
-1.48 0.80 -1.12
-0.28 0.67 1.92
-3.08 -1.75 -1.10
-0.52 -0.02 -1.51
-3.12 -1.34 -2.74
1.11 -1.53 -1.43

***

C7H54BrMnO20 as an isolated structure in a non-equilibrium geometry, computed with ωB97M-V/def2-TZVPD.

Calculated values
Spin multiplicity: 6
Net charge: +1
Energy above the lowest of the compared OMol25 structures with the same formula, charge and spin (kcal/mol): 56.3
HOMO level (spin up / spin down) (eV): -11.8 / -11.9

Cartesian coordinates (Å):
Mn: -1.06629 0.18283 1.47676
Br: 0.66227 0.24035 -0.43476
C: -0.75320 4.92340 -1.66987
O: 0.69544 5.16812 -1.75975
H: -1.15676 3.91310 -1.60254
H: -0.89839 5.30806 -0.66038
H: -1.31255 5.56387 -2.35182
H: 1.16758 4.45209 -2.19100
C: -2.48807 -3.52532 -2.83210
O: -1.21775 -2.99675 -3.20323
H: -3.30071 -2.80163 -2.89508
H: -2.67178 -4.45751 -3.36630
H: -2.13598 -3.91596 -1.87736
H: -1.12078 -2.93687 -4.15644
C: -3.52541 -0.42448 -4.70911
O: -2.58606 -0.20116 -3.63798
H: -4.38947 -0.95673 -4.31137
H: -3.60344 0.54852 -5.19418
H: -3.11274 -1.08542 -5.47132
H: -2.51287 -1.00761 -3.12235
C: 2.83289 -1.73153 5.31024
O: 2.81785 -0.67602 4.41825
H: 3.39311 -1.33450 6.15678
H: 1.89880 -2.13170 5.70447
H: 3.39700 -2.59812 4.96540
H: 2.54491 -0.92974 3.53353
C: 0.52094 -4.58047 3.90479
O: 0.29085 -3.29404 3.41149
H: 1.60963 -4.63311 3.89600
H: 0.11022 -4.73520 4.90251
H: 0.21513 -5.38867 3.24040
H: 0.74365 -3.10636 2.58606
C: -4.88294 2.31360 -2.03929
O: -3.54377 1.81512 -1.73304
H: -5.16485 2.37926 -3.09016
H: -5.63635 1.64249 -1.62687
H: -4.94707 3.31391 -1.61109
H: -3.17363 1.57381 -2.58531
C: 0.24746 2.31588 -4.12935
O: 1.16770 2.60191 -3.08655
H: 0.32034 2.94779 -5.01450
H: 0.25085 1.25853 -4.39411
H: -0.70839 2.69674 -3.76962
H: 1.11382 1.92023 -2.41275
O: 2.19941 2.78846 3.49026
H: 2.82840 2.33887 2.92593
H: 1.80259 3.45225 2.92620
O: 4.55229 -2.77408 0.26230
H: 5.09845 -2.27521 -0.34522
H: 4.37831 -3.59809 -0.19264
O: 3.54478 1.67924 1.66518
H: 2.88947 1.02273 1.42894
H: 4.35580 1.36276 1.26730
O: 2.69499 -1.60550 1.88492
H: 2.25647 -1.24297 1.11518
H: 3.51697 -1.96144 1.54743
O: 0.88387 -3.78719 0.29865
H: 1.10166 -3.85822 -0.63073
H: 1.63204 -4.17699 0.75092
O: 3.27768 2.86843 -1.12852
H: 2.57391 2.66318 -1.74400
H: 3.77573 2.05448 -1.05335
O: -1.17355 -1.99164 1.15562
H: -0.57598 -2.43368 0.55252
H: -1.59694 -2.70200 1.63765
O: 0.17401 -0.49049 3.00192
H: 0.40639 -1.32982 3.39912
H: 0.31896 0.15202 3.69646
O: -0.78491 2.18455 2.03118
H: -1.55733 2.49773 2.50184
H: -0.18033 2.92658 2.04158
O: 1.39222 -1.22871 -3.30905
H: 2.07811 -1.53531 -2.71593
H: 0.78487 -0.74884 -2.74595
O: 1.34129 3.66043 0.80412
H: 1.98331 3.06480 0.41777
H: 1.19280 4.32340 0.12984
O: -2.45457 0.17417 3.10894
H: -3.25530 0.60345 3.41027
H: -2.39295 -0.61931 3.64075
O: -2.71588 0.31053 0.26841
H: -2.89857 0.70760 -0.58317
H: -3.53964 -0.10685 0.52028

Forces on the atoms, in the same order (eV/Å):
1.16 -0.14 -1.11
0.25 0.00 0.00
1.26 1.15 1.43
-1.14 -0.46 0.05
0.65 -0.34 -0.63
-0.73 0.20 0.00
0.16 -0.25 -0.26
-0.30 -0.35 -0.51
2.00 -1.29 0.15
0.05 0.68 -0.55
-0.15 -0.25 0.37
-0.57 0.25 -0.48
-1.50 0.40 0.80
0.04 0.10 -0.14
1.25 -0.39 0.30
-0.26 0.23 -0.26
-0.58 0.76 -0.26
-0.90 -0.15 0.18
0.28 -0.13 -0.06
0.35 -0.10 0.02
1.13 -0.45 1.05
-0.74 0.90 -0.18
-0.09 -0.27 0.28
-0.59 0.35 -0.26
0.16 -0.15 -0.33
0.28 -0.34 -0.28
1.86 -0.64 -0.49
-1.74 1.48 0.02
0.21 -0.71 0.82
0.01 0.36 -0.19
-0.59 0.10 -0.11
0.33 -0.44 -0.17
0.12 -0.01 0.68
-1.07 0.42 -0.90
0.76 -0.04 -0.22
0.08 0.09 0.41
-0.25 -0.14 0.05
0.52 -0.47 -0.16
-1.11 0.49 0.38
0.92 0.47 -0.42
1.24 -0.09 0.03
-0.16 0.13 -0.02
-0.63 -0.80 0.13
-0.58 -0.47 0.00
-1.06 0.15 1.10
0.43 0.04 -0.01
0.20 0.29 -0.28
-0.03 0.00 0.02
0.27 0.19 -0.12
0.02 -0.29 -0.06
0.42 -0.30 -0.68
-0.39 -0.36 -0.08
0.37 0.04 0.13
-0.55 -0.05 0.42
-0.44 0.20 -0.46
0.50 -0.30 -0.21
-0.27 0.04 0.06
-0.05 0.04 -0.44
0.23 -0.07 0.21
0.08 0.15 0.32
0.08 0.12 -0.52
0.15 -0.14 -0.01
-0.67 -0.04 0.07
0.65 -0.17 -0.42
-0.07 -0.22 0.34
0.05 0.36 0.47
0.05 -0.85 0.15
0.53 0.60 0.33
-0.87 0.06 0.48
-0.25 0.17 0.23
1.16 0.31 -0.69
0.15 -0.17 -0.64
0.12 0.04 0.15
-0.25 0.06 0.33
-0.80 0.03 0.91
0.62 -0.21 -0.20
-0.03 0.49 -0.49
-0.67 -0.09 0.47
-0.37 0.30 -0.04
0.25 -0.34 0.33
-0.53 -0.53 0.67
-0.21 0.98 -1.12
-0.20 -0.20 0.13

***

A 21-piece molecular cluster, C7H56N2O24S overall, computed with ωB97M-V/def2-TZVPD.

Calculated values
Net charge: 0
Energy above the lowest of the compared OMol25 structures with the same formula, charge and spin (kcal/mol): 0.0
HOMO level (eV): -8.4

Cartesian coordinates (Å):
C: 1.27840 0.13229 -0.36763
O: 1.02716 -0.08095 -1.76783
C: -0.18006 0.14266 -2.28856
O: -0.33636 0.47319 -3.43367
N: -1.26849 -0.08461 -1.34796
S: -2.22847 1.36493 -1.19649
O: -2.03095 -1.10155 -1.96406
C: -2.94765 -1.70791 -1.03813
C: -2.35486 -2.24840 0.24402
N: -1.70025 -3.54736 0.08854
C: -0.24319 -3.53138 0.09647
C: 0.41443 -4.15394 -1.14542
C: 1.84460 -3.63459 -1.33941
O: -0.38171 -3.84546 -2.28930
H: 0.46209 -0.18327 0.27420
H: 2.16658 -0.44955 -0.12377
H: 1.52010 1.18712 -0.21440
H: -1.78454 1.78332 -0.00050
H: -3.76699 -1.02125 -0.81516
H: -3.35595 -2.55552 -1.59312
H: -3.20406 -2.36136 0.92556
H: -1.68475 -1.51402 0.70557
H: -2.02475 -4.15530 0.82387
H: 0.13129 -2.51405 0.21728
H: 0.12379 -4.09951 0.95559
H: 0.46244 -5.24337 -1.01654
H: 2.27428 -3.25598 -0.40967
H: 1.81403 -2.84657 -2.09246
H: 2.48268 -4.43994 -1.70778
H: 0.09185 -4.18477 -3.05720
O: 4.33162 -0.98345 -0.98016
H: 3.87274 -0.86020 -1.81638
H: 4.69539 -0.11106 -0.78647
O: -5.44599 -0.28079 0.39207
H: -5.65225 0.36282 -0.29442
H: -6.29360 -0.41263 0.83669
O: 5.49847 1.74754 -0.55842
H: 6.31178 1.40875 -0.95367
H: 5.67237 2.68853 -0.42008
O: -5.05169 2.49717 0.48340
H: -4.26286 2.17633 0.01911
H: -4.84112 3.41399 0.69687
O: 3.87022 0.97567 -3.64914
H: 3.70829 1.57557 -4.38482
H: 2.98191 0.73376 -3.35707
O: 6.81972 4.70039 -0.24680
H: 7.64982 4.35274 -0.60881
H: 6.98994 5.63501 -0.10651
O: -7.25536 3.05425 -1.46916
H: -6.53960 3.01930 -0.82005
H: -7.77303 3.82953 -1.23651
O: -7.14673 0.60470 2.54968
H: -6.43262 0.62184 3.19295
H: -7.63831 1.42740 2.67815
O: 6.60702 2.09827 2.57737
H: 6.35798 2.03674 1.64969
H: 5.98972 1.51707 3.03018
O: 6.35421 3.10913 -3.16653
H: 5.78398 2.38637 -3.45634
H: 5.99242 3.36508 -2.31454
O: 7.91670 3.11411 -5.71226
H: 7.38706 2.38194 -6.03634
H: 7.53338 3.33851 -4.85359
O: -3.45271 0.72461 2.85039
H: -3.99161 0.91085 2.06851
H: -3.06492 1.57453 3.08421
O: 9.31736 3.19589 -0.26654
H: 9.06541 2.58923 0.43851
H: 10.07029 3.67641 0.09086
O: -8.69710 2.94176 2.04734
H: -8.68372 2.74696 1.10312
H: -9.47609 3.48654 2.18704
O: 1.66851 -6.29460 -3.25007
H: 2.07668 -6.66334 -4.03943
H: 0.76553 -6.62916 -3.26623
O: -2.29116 -0.11671 5.39580
H: -2.35959 -1.06248 5.56863
H: -2.59383 -0.02919 4.47923
O: -3.75978 0.05313 -4.27855
H: -3.30941 -0.43885 -4.97052
H: -3.23235 -0.13733 -3.49319
O: -5.08637 0.20472 7.11393
H: -4.29459 -0.11265 6.66552
H: -4.87818 1.11813 7.32824
O: 0.51265 -1.34261 5.90710
H: -0.25620 -0.75834 5.84707
H: 0.15944 -2.19458 6.17862
O: 0.37117 -2.01356 2.76072
H: 1.03542 -1.99768 3.46011
H: -0.20710 -1.27899 2.98941

Forces on the atoms, in the same order (eV/Å):
0.48 -0.07 0.36
-0.06 0.18 -0.10
-0.01 0.27 -0.83
0.19 -0.46 0.85
-0.13 0.16 0.40
0.06 0.46 -0.42
-0.07 -0.02 -0.12
-0.23 -0.28 0.08
0.01 -0.25 0.05
-0.01 0.15 0.34
0.15 -0.30 -0.38
0.02 0.13 -0.05
-0.07 -0.43 0.09
0.02 -0.11 0.00
-0.16 0.00 -0.18
-0.10 -0.02 -0.13
-0.17 -0.01 -0.03
0.12 -0.36 0.15
0.22 0.07 -0.03
0.10 0.17 -0.13
0.02 0.02 -0.05
-0.02 0.06 -0.02
-0.02 -0.04 -0.04
-0.08 0.09 -0.03
0.14 0.17 0.03
-0.19 0.03 0.01
0.01 0.07 -0.05
0.09 0.18 0.15
0.03 0.17 -0.03
0.04 0.05 0.02
0.00 0.00 0.08
0.08 -0.09 -0.11
-0.10 0.08 0.03
0.03 -0.19 -0.16
-0.07 -0.03 0.02
0.05 0.22 0.27
0.30 0.04 0.22
0.00 0.06 -0.10
-0.08 0.11 0.14
0.31 0.37 0.02
-0.19 -0.13 -0.07
-0.04 0.03 0.05
-0.04 0.11 -0.03
-0.06 -0.06 -0.07
-0.04 0.01 0.05
-0.06 -0.31 -0.31
0.13 -0.06 0.22
-0.14 0.05 0.03
-0.12 -0.01 0.16
0.06 -0.13 0.01
0.02 0.09 -0.09
-0.05 -0.11 0.07
0.04 0.00 0.03
-0.06 -0.01 -0.03
0.12 0.04 -0.01
-0.15 -0.05 -0.07
0.01 -0.04 0.02
0.04 -0.16 -0.21
-0.07 -0.07 0.17
-0.05 0.25 -0.04
0.02 0.09 0.01
0.00 -0.04 -0.01
0.00 -0.04 0.03
0.24 0.23 0.08
-0.26 -0.31 -0.11
-0.09 0.07 -0.02
-0.06 -0.03 -0.01
-0.02 0.01 0.05
0.04 0.02 -0.04
0.09 0.10 -0.13
0.02 -0.06 -0.03
-0.05 -0.04 0.06
-0.13 0.00 -0.10
0.04 0.01 -0.01
0.00 -0.04 0.06
0.09 -0.25 0.07
-0.09 -0.02 -0.03
-0.19 0.02 -0.07
-0.08 0.01 0.08
0.03 0.02 -0.05
0.08 -0.12 -0.04
0.01 -0.05 -0.02
0.05 0.11 -0.07
-0.01 0.03 0.04
-0.04 0.05 -0.10
0.06 0.06 -0.01
0.04 -0.04 0.04
0.04 0.11 0.02
-0.06 0.01 0.08
-0.04 -0.02 0.04

***

C7H5BF4O2ReS5Sb as an isolated structure, computed with ωB97M-V/def2-TZVPD.

Calculated values
Net charge: +2
HOMO level (eV): -15.3

Cartesian coordinates (Å):
Re: 0.18501 -2.50758 0.07814
S: -2.44651 -6.05874 1.65033
Sb: -2.69279 -4.91139 -0.09835
S: -1.40067 -1.78133 1.12086
S: 0.06966 -1.53871 -1.96593
S: -3.37829 -4.06449 -1.91675
O: -0.34554 5.79744 1.17910
C: -1.08378 4.68168 1.14921
O: -2.21370 4.66642 1.53390
C: -0.44201 3.42067 0.62145
C: -1.30164 2.50521 0.00285
C: -0.82842 1.28862 -0.43362
C: 0.51704 0.99826 -0.23245
S: 1.30245 -0.50639 -0.72412
C: 1.39808 1.89317 0.36153
C: 0.89821 3.11816 0.79303
H: 0.50148 5.68791 0.72940
H: -2.34184 2.77414 -0.11693
H: -1.48694 0.59720 -0.94493
H: 2.44438 1.65323 0.49164
H: 1.57097 3.81271 1.27967
F: 3.82380 -4.89971 -1.44732
B: 2.66362 -4.35868 -1.35656
F: 2.51560 -3.21407 -0.63316
F: 1.56443 -4.85474 -1.86567
F: 0.50740 -4.19902 0.74468

Forces on the atoms, in the same order (eV/Å):
-0.06 0.09 0.54
0.20 -0.39 0.73
-0.10 0.02 -0.27
-0.06 0.18 0.01
-0.02 -0.05 -0.01
-0.17 0.27 -0.56
0.06 -0.16 -0.02
-0.07 0.24 0.05
0.02 -0.09 -0.03
-0.10 -0.12 -0.04
0.03 0.07 0.05
0.06 -0.03 -0.08
0.08 0.10 0.14
0.08 -0.23 -0.26
-0.19 0.07 -0.01
0.09 -0.03 -0.01
0.00 0.08 0.00
-0.02 0.00 0.01
-0.01 -0.04 0.02
0.06 -0.01 0.01
0.00 0.00 0.02
0.25 -0.04 -0.10
0.04 -0.12 0.27
-0.13 0.12 -0.01
-0.17 0.02 -0.15
0.12 0.02 -0.31

***

A 2-piece molecular cluster, C7H5Br2F2NOS overall in a non-equilibrium geometry, computed with ωB97M-V/def2-TZVPD.

Calculated values
Net charge: 0
Energy above the lowest of the compared OMol25 structures with the same formula, charge and spin (kcal/mol): 0.0
HOMO level (spin up / spin down) (eV): -9.4 / -8.9

Cartesian coordinates (Å):
C: -2.39931 0.88058 1.31883
C: -1.55026 1.98368 1.31265
C: -1.76273 -0.35858 1.29911
C: -0.17792 1.80153 1.25648
C: -0.40567 -0.44298 1.11374
C: 2.08273 -0.80080 -1.96669
C: 0.66997 -1.03656 -1.81728
N: 0.34335 0.61978 1.23312
O: 1.81858 -1.65533 1.28440
F: -0.10700 0.07887 -1.96302
F: 0.17905 -1.88049 -2.73788
S: 0.50254 -1.97346 0.79537
Br: 2.97214 -2.52982 -2.08899
Br: 2.47509 0.43505 -3.49603
H: -3.45713 1.12303 1.44515
H: -2.06324 2.94468 1.19103
H: -2.27213 -1.31636 1.37175
H: 0.58630 2.50175 1.61451
H: 2.56567 -0.37456 -1.16625

Forces on the atoms, in the same order (eV/Å):
1.10 0.61 0.54
-1.47 0.68 -1.17
-1.30 -1.46 -0.49
0.38 1.07 2.15
-0.44 0.29 0.26
1.25 -0.83 -1.82
-2.64 0.52 -1.09
1.80 -1.33 -1.00
2.23 -0.11 0.62
0.70 -0.57 1.01
0.07 -0.36 0.63
-1.92 0.48 -1.19
-0.04 0.30 -0.19
-0.11 -0.65 0.50
0.24 -0.83 -0.18
0.70 -0.07 0.48
-0.45 0.26 -0.06
-0.70 0.74 -0.90
0.62 1.25 1.91

***

An isolated molecule of C7H5Br2NO in a non-equilibrium geometry, computed with ωB97M-V/def2-TZVPD.

Calculated values
Net charge: 0
Energy above the lowest of the compared OMol25 structures with the same formula, charge and spin (kcal/mol): 19.1
Structure (SMILES): N#C[C@](Br)(CBr)c1ccoc1
HOMO level (eV): -9.1

Cartesian coordinates (Å):
N: 0.04253 -1.90289 -2.38475
C: 0.15173 -1.54958 -1.29999
C: 0.26100 -1.02240 0.03788
Br: 2.03540 -1.83003 0.82586
C: -0.90308 -1.70219 0.75055
Br: -2.56379 -0.97520 0.19529
C: 0.31890 0.45308 0.09973
C: -0.44860 1.28628 -0.70637
C: 0.02251 2.60010 -0.41653
O: 1.01125 2.55761 0.56241
C: 1.18371 1.23186 0.84523
H: -0.78843 -1.70841 1.84252
H: -0.90855 -2.75721 0.42738
H: -1.05125 0.93734 -1.51496
H: -0.34277 3.51764 -0.89944
H: 1.97943 0.86401 1.63519

Forces on the atoms, in the same order (eV/Å):
-0.09 -0.21 -0.14
0.80 0.50 -0.99
0.77 -1.07 0.98
-1.47 0.41 -0.55
0.76 -1.42 1.01
-0.73 0.18 0.10
1.73 0.17 1.24
1.62 3.63 0.20
-1.17 -2.41 -0.65
-1.24 -0.93 -1.01
0.86 -1.16 1.19
-0.22 0.43 -0.37
-0.05 0.46 0.26
-0.53 0.32 -0.18
0.80 -0.26 0.83
-1.84 1.36 -1.92